[1]
The following is a DFT calculation (ωB97M-V/def2-TZVPD) of a structure of composition C33H37AlClO2Si2.

Geometry (Å):
C  -1.20  -0.53  4.01
C  -2.12  -0.14  2.97
C  -2.22  -1.21  2.06
H  -2.78  0.72  3.04
C  -1.41  -2.28  2.49
C  -0.73  -1.89  3.70
H  -0.31  -2.57  4.44
H  -1.16  -0.11  5.02
H  -2.95  -1.26  1.25
H  -1.39  -3.29  2.05
Al  0.63  -0.47  3.01
Si  0.96  0.85  -0.02
C  -0.12  2.32  -0.23
C  0.45  3.51  -0.71
H  1.52  3.53  -0.96
C  -0.36  4.63  -0.87
H  0.08  5.59  -1.15
C  -1.75  4.51  -0.71
H  -2.39  5.37  -0.90
C  -2.33  3.30  -0.31
H  -3.41  3.17  -0.29
C  -1.49  2.26  0.10
H  -1.87  1.42  0.70
C  0.16  -0.78  -0.70
C  -1.33  -0.93  -0.95
H  -1.99  -0.09  -0.73
C  -1.90  -2.23  -1.30
H  -2.95  -2.34  -1.61
C  -1.19  -3.37  -0.91
H  -1.65  -4.36  -0.91
C  0.09  -3.24  -0.40
H  0.56  -4.12  0.07
C  0.78  -2.05  -0.42
H  1.81  -2.03  -0.06
H  0.48  0.47  1.41
Si  -0.32  -0.98  -2.52
C  0.40  -2.30  -3.61
C  -0.18  -2.44  -4.90
H  -0.78  -1.61  -5.30
C  0.05  -3.62  -5.64
H  -0.42  -3.75  -6.61
C  0.88  -4.63  -5.12
H  0.99  -5.58  -5.65
C  1.58  -4.40  -3.92
H  2.24  -5.18  -3.52
C  1.44  -3.18  -3.26
H  2.13  -2.94  -2.45
C  -0.31  0.74  -3.29
C  -1.58  1.25  -3.63
H  -2.46  0.63  -3.46
C  -1.72  2.52  -4.19
H  -2.72  2.91  -4.41
C  -0.61  3.33  -4.43
H  -0.72  4.33  -4.87
C  0.66  2.84  -4.08
H  1.53  3.50  -4.18
C  0.81  1.55  -3.55
H  1.81  1.18  -3.33
H  2.27  1.34  0.54
Cl  2.49  -1.26  2.14
C  -0.09  2.66  3.32
O  0.72  1.53  3.69
C  1.91  1.91  4.44
C  2.57  0.65  4.94
O  1.63  -0.48  4.77
C  2.28  -1.73  5.14
H  0.13  2.94  2.28
H  0.17  3.50  3.99
H  -1.14  2.37  3.43
H  2.60  2.47  3.79
H  1.60  2.54  5.28
H  3.48  0.43  4.34
H  2.84  0.71  6.01
H  3.37  -1.62  4.99
H  1.94  -2.54  4.47
H  2.03  -1.96  6.19

Calculated values
ΔE to the lowest compared entry with this formula, charge and spin: 107.95 kcal/mol
Total charge: +1
Kohn-Sham gap: 5.779 eV
E_tot: -2711.45275 Eh
HOMO energy: -8.4 eV

Atom charges from the Mulliken analysis, given in e for atoms 1 to 4:
1. C -0.600
2. C -0.889
3. C -0.409
4. H 0.666

[2]
The following is a DFT calculation (ωB97M-V/def2-TZVPD) of a structure of composition ClFO4Sr.

Geometry (Å):
Sr  9.54  -31.07  7.57
F  9.44  -32.64  8.21
Cl  11.33  -30.05  8.91
O  11.94  -29.03  9.68
O  12.01  -30.46  7.74
O  11.47  -31.11  9.80
O  9.88  -29.92  9.02

Calculated values
ΔE to the lowest compared entry with this formula, charge and spin: 105.20 kcal/mol
Kohn-Sham gap: 9.510 eV
E_tot: -891.29670 Eh
HOMO energy: -10.3 eV

Atom charges from the Mulliken analysis, given in e for atoms 1 to 4:
1. Sr 1.585
2. F -0.694
3. Cl 1.580
4. O -0.604

[3]
The following is a DFT calculation (ωB97M-V/def2-TZVPD) of the ion C6H7N2O with charge -1.

Geometry (Å):
C  -0.88  0.21  -1.47
C  -0.84  0.30  0.93
C  -0.02  -0.92  -1.47
C  0.33  0.55  1.37
C  -1.38  0.84  -0.32
C  1.52  0.62  1.82
N  -2.17  1.85  -0.42
N  0.19  -1.75  -0.56
O  1.30  -2.65  -0.89
H  -0.95  0.61  -2.56
H  -1.38  -0.11  1.76
H  0.68  -0.98  -2.36
H  2.20  -0.11  1.84
H  1.75  1.58  2.29
H  2.03  -2.14  -0.54
H  -2.38  2.07  0.58

Calculated values
ΔE to the lowest compared entry with this formula, charge and spin: 67.01 kcal/mol
Total charge: -1
Kohn-Sham gap: 6.303 eV
E_tot: -417.42838 Eh
HOMO energy: -2.5 eV

Atom charges from the Mulliken analysis, given in e for atoms 1 to 4:
1. C -0.549
2. C -0.855
3. C 0.206
4. C 0.516

[4]
The following is a DFT calculation (ωB97M-V/def2-TZVPD) of a structure of composition C20H28NO5RuS.

Geometry (Å):
Ru  -0.14  0.06  -0.21
C  -0.37  1.40  2.86
O  -0.15  0.20  2.12
C  1.13  -0.39  2.41
C  2.20  0.22  1.54
O  2.00  -0.11  0.16
C  2.54  -1.39  -0.22
H  -0.34  1.17  3.92
H  -1.36  1.76  2.59
H  0.36  2.17  2.62
H  1.01  -1.44  2.16
H  1.36  -0.29  3.47
H  3.19  -0.11  1.87
H  2.17  1.31  1.57
H  3.61  -1.41  0.01
H  2.39  -1.47  -1.29
H  2.02  -2.20  0.28
O  -1.13  0.23  -3.78
C  -0.45  0.79  -2.95
O  0.26  0.10  -2.06
C  -0.28  2.28  -2.93
C  -0.49  2.92  -4.15
C  -0.38  4.29  -4.27
C  -0.07  5.05  -3.14
C  0.13  4.43  -1.92
C  0.04  3.03  -1.79
S  0.33  2.39  -0.17
H  -0.74  2.31  -5.01
H  -0.54  4.77  -5.22
H  0.00  6.13  -3.21
H  0.36  5.01  -1.04
C  -1.45  -3.57  -0.76
C  -1.30  -2.70  0.49
C  -1.08  -3.56  1.72
O  -0.21  -1.82  0.35
H  -2.43  -4.05  -0.79
H  -0.69  -4.35  -0.76
H  -1.31  -2.98  -1.66
H  -2.23  -2.13  0.66
H  -0.13  -4.11  1.62
H  -1.88  -4.29  1.84
H  -1.03  -2.95  2.62
C  -6.43  0.34  0.08
C  -4.95  0.36  -0.15
C  -4.31  -0.63  -0.88
C  -2.94  -0.57  -1.07
N  -2.17  0.39  -0.55
C  -2.79  1.38  0.12
C  -4.15  1.40  0.33
H  -6.80  -0.69  0.09
H  -6.95  0.86  -0.73
H  -6.69  0.82  1.01
H  -4.86  -1.45  -1.32
H  -2.43  -1.30  -1.67
H  -2.15  2.17  0.48
H  -4.59  2.22  0.87

Calculated values
ΔE to the lowest compared entry with this formula, charge and spin: 9.64 kcal/mol
Kohn-Sham gap (alpha / beta): 7.419 / 7.299 eV
2S+1: 2
E_tot: -1702.92526 Eh
⟨S²⟩: 0.754
HOMO energy (alpha / beta): -7.1 / -7.1 eV

Atom charges from the Mulliken analysis, given in e for atoms 1 to 4:
1. Ru 1.345
2. C -0.941
3. O 0.002
4. C -0.239

[5]
The following is a DFT calculation (ωB97M-V/def2-TZVPD) of an isolated molecule of C15H19N3O5.

Geometry (Å):
C  3.70  3.33  -0.34
C  4.70  2.19  -0.42
O  4.04  0.93  -0.62
C  3.54  0.32  0.45
O  3.65  0.73  1.58
C  2.80  -0.95  0.05
C  2.91  -2.01  1.14
C  2.32  -3.34  0.69
C  1.38  -0.50  -0.22
C  1.11  0.10  -1.56
N  0.56  -0.63  0.74
N  -0.76  -0.29  0.62
C  -1.61  -0.73  -0.34
O  -1.27  -1.40  -1.30
C  -3.04  -0.33  -0.12
C  -4.02  -1.15  -0.67
C  -5.36  -0.83  -0.52
C  -5.70  0.33  0.16
N  -7.10  0.67  0.31
O  -7.92  -0.09  -0.15
O  -7.36  1.70  0.90
C  -4.73  1.17  0.68
C  -3.40  0.84  0.54
H  3.10  3.36  -1.25
H  4.23  4.27  -0.24
H  3.05  3.20  0.52
H  5.28  2.13  0.51
H  5.37  2.30  -1.27
H  3.24  -1.31  -0.89
H  2.40  -1.65  2.03
H  3.97  -2.14  1.39
H  1.27  -3.21  0.44
H  2.39  -4.07  1.49
H  2.84  -3.72  -0.18
H  0.42  0.93  -1.46
H  2.03  0.43  -2.02
H  0.63  -0.65  -2.20
H  -1.15  -0.04  1.52
H  -3.72  -2.04  -1.20
H  -6.14  -1.46  -0.93
H  -5.04  2.07  1.19
H  -2.65  1.51  0.93

Calculated values
ΔE to the lowest compared entry with this formula, charge and spin: 104.37 kcal/mol
Kohn-Sham gap: 8.386 eV
SMILES: CCOC(=O)[C@@H](CC)/C(C)=N/NC(=O)c1ccc([N+](=O)[O-])cc1
E_tot: -1123.36868 Eh
HOMO energy: -9.3 eV

Atom charges from the Mulliken analysis, given in e for atoms 1 to 4:
1. C -1.086
2. C -0.290
3. O -0.351
4. C 0.199

[6]
The following is a DFT calculation (ωB97M-V/def2-TZVPD) of an isolated molecule of C8H10N2O.

Geometry (Å):
C  2.25  1.32  0.47
C  1.53  0.07  -0.06
C  1.98  -1.26  -0.16
O  2.96  -1.93  -0.24
C  0.62  -1.41  0.32
C  -0.39  -0.99  -0.71
C  -1.84  -1.16  -0.46
C  -2.65  -0.19  -0.06
N  -2.06  1.07  0.19
N  -0.64  1.10  0.48
C  0.13  0.49  -0.58
H  3.30  1.30  0.10
H  2.18  1.44  1.50
H  1.70  2.10  -0.06
H  0.35  -1.76  1.25
H  -0.20  -1.49  -1.66
H  -2.34  -2.05  -0.83
H  -3.73  -0.41  0.01
H  -2.63  1.85  0.51
H  -0.61  0.81  1.45
H  0.09  1.09  -1.46

Calculated values
ΔE to the lowest compared entry with this formula, charge and spin: 125.37 kcal/mol
Kohn-Sham gap: 9.118 eV
SMILES: C[C@@]12C(=O)[C@@H]1[C@H]1C=CNN[C@H]12
E_tot: -495.41380 Eh
HOMO energy: -8.3 eV

Atom charges from the Mulliken analysis, given in e for atoms 1 to 4:
1. C -1.366
2. C 0.476
3. C 0.290
4. O -0.612

[7]
The following is a DFT calculation (ωB97M-V/def2-TZVPD) of a structure of composition Al2F.

Geometry (Å):
Al  -0.53  2.03  1.86
Al  0.31  -2.32  -1.55
F  0.22  0.29  -0.31

Calculated values
ΔE to the lowest compared entry with this formula, charge and spin: 50.85 kcal/mol
Total charge: +5
Kohn-Sham gap: 5.726 eV
E_tot: -581.05102 Eh
HOMO energy: -37.6 eV

And the Mulliken charges, in e, turn out to be:
1. Al 2.600
2. Al 2.604
3. F -0.204

[8]
The following is a DFT calculation (ωB97M-V/def2-TZVPD) of a structure of composition C28H28Cl5IrN4O.

Geometry (Å):
Ir  -0.56  -0.22  -0.73
C  1.01  2.65  -0.77
N  1.32  1.27  -0.39
C  2.43  0.70  -1.16
C  2.47  -0.80  -1.14
C  3.67  -1.49  -1.24
C  3.66  -2.88  -1.32
C  2.44  -3.54  -1.31
C  1.29  -2.78  -1.20
N  1.31  -1.46  -1.12
C  1.55  1.18  1.05
C  0.00  -0.26  2.32
C  0.27  -1.58  3.10
C  -1.01  -2.17  3.59
C  -2.18  -1.87  3.01
C  -2.18  -1.03  1.84
N  -1.16  -0.36  1.43
C  -0.45  3.00  -0.55
C  -0.85  4.32  -0.39
C  -2.19  4.62  -0.28
C  -3.12  3.58  -0.34
C  -2.64  2.29  -0.49
N  -1.34  2.01  -0.58
H  1.17  2.77  -1.85
H  1.65  3.36  -0.24
H  3.40  1.09  -0.81
H  2.30  0.99  -2.21
H  4.60  -0.95  -1.26
H  4.59  -3.43  -1.42
H  2.38  -4.62  -1.37
H  0.32  -3.26  -1.17
H  1.00  1.98  1.54
H  2.62  1.30  1.28
H  0.90  -1.30  3.96
H  -0.94  -2.92  4.36
H  -3.10  -2.32  3.32
H  -3.08  -1.00  1.24
H  -0.11  5.11  -0.37
H  -2.52  5.64  -0.17
H  -4.18  3.77  -0.29
H  -3.32  1.45  -0.54
C  -1.13  2.03  3.01
C  -0.21  0.86  3.37
O  1.16  -0.08  1.52
C  1.05  -2.68  2.34
C  2.56  -2.51  2.45
H  -1.26  2.66  3.89
H  -2.10  1.67  2.70
H  -0.74  2.66  2.21
H  -0.64  0.40  4.26
H  0.78  1.23  3.66
H  0.74  -2.70  1.30
H  0.78  -3.65  2.78
H  2.87  -1.56  2.04
H  3.06  -3.32  1.92
H  2.87  -2.56  3.49
Cl  0.35  1.75  -3.94
C  -0.86  0.55  -4.01
C  -1.24  -0.14  -2.85
C  -2.22  -1.11  -3.03
Cl  -2.64  -1.96  -1.59
C  -2.81  -1.42  -4.25
Cl  -3.99  -2.65  -4.39
C  -2.40  -0.70  -5.39
Cl  -3.11  -1.03  -6.90
C  -1.42  0.28  -5.27
Cl  -0.90  1.13  -6.66

Calculated values
ΔE to the lowest compared entry with this formula, charge and spin: 27.12 kcal/mol
Total charge: +2
Kohn-Sham gap (alpha / beta): 7.719 / 5.619 eV
2S+1: 5
E_tot: -3782.67839 Eh
⟨S²⟩: 6.011
HOMO energy (alpha / beta): -13.8 / -14.0 eV

Atom charges from the Mulliken analysis, given in e for atoms 1 to 4:
1. Ir 2.916
2. C -1.524
3. N 0.198
4. C -1.519

[9]
The following is a DFT calculation (ωB97M-V/def2-TZVPD) of a structure of composition C4H14N5O2S.

Geometry (Å):
C  1.92  0.14  0.46
C  0.41  0.62  -1.51
C  1.73  -1.37  0.08
C  1.35  1.22  -0.46
N  -1.83  -2.26  -0.14
N  -0.63  -1.77  -0.45
N  -0.77  0.04  -0.72
N  0.35  -1.96  0.34
N  0.53  2.25  0.20
O  -3.20  0.34  -0.27
O  -1.53  0.93  1.45
S  -1.77  1.18  -0.17
H  1.59  0.05  1.45
H  3.04  0.33  0.63
H  0.06  1.47  -2.07
H  0.78  -0.11  -2.14
H  2.06  -1.46  -0.94
H  2.46  -2.09  0.50
H  2.15  1.74  -0.92
H  -2.37  -2.24  -0.94
H  -2.14  -2.58  0.79
H  -2.08  1.33  2.18
H  0.30  -1.93  1.34
H  0.72  3.24  -0.06
H  0.87  2.39  1.18
H  -3.98  0.50  0.20

Calculated values
ΔE to the lowest compared entry with this formula, charge and spin: 36.24 kcal/mol
Total charge: +1
Kohn-Sham gap: 9.325 eV
E_tot: -982.81458 Eh
HOMO energy: -12.5 eV

Atom charges from the Mulliken analysis, given in e for atoms 1 to 4:
1. C -0.739
2. C -1.412
3. C -1.064
4. C 0.560

[10]
The following is a DFT calculation (ωB97M-V/def2-TZVPD) of a structure of composition C47H46F9N5O7S3Sn.

Geometry (Å):
Sn  0.82  -0.42  -0.63
C  4.60  -0.64  4.66
O  3.94  -1.77  5.22
C  2.72  -2.06  4.66
C  1.63  -2.15  5.43
C  0.34  -2.55  4.91
C  0.19  -2.80  3.60
C  1.29  -2.65  2.62
C  0.42  -3.59  0.33
N  0.72  -2.58  -0.62
N  0.82  -3.18  -1.88
C  1.11  -2.36  -2.83
O  1.30  -1.08  -2.66
C  1.22  -2.90  -4.21
C  1.39  -2.01  -5.27
C  1.48  -2.48  -6.58
C  1.41  -3.84  -6.84
C  1.23  -4.73  -5.78
C  1.13  -4.27  -4.48
C  2.66  -2.42  3.22
O  3.68  -2.52  2.56
H  4.95  -0.85  3.65
H  5.44  -0.42  5.31
H  3.93  0.22  4.62
H  1.74  -1.93  6.49
H  -0.50  -2.62  5.59
H  -0.78  -3.07  3.19
H  0.46  -4.54  -0.22
H  1.43  -0.96  -5.05
H  1.60  -1.78  -7.39
H  1.48  -4.21  -7.86
H  1.16  -5.80  -5.98
H  0.99  -4.94  -3.65
C  3.82  4.76  -0.74
C  2.72  4.56  -1.77
S  1.75  3.05  -1.52
C  2.11  2.12  -3.02
C  3.55  1.62  -3.16
S  4.06  0.49  -1.83
C  5.59  1.22  -1.23
C  5.47  2.44  -0.31
S  5.44  4.05  -1.15
H  3.51  4.35  0.22
H  4.01  5.82  -0.59
H  3.13  4.55  -2.78
H  2.03  5.40  -1.72
H  1.86  2.73  -3.89
H  1.40  1.29  -3.01
H  4.25  2.46  -3.15
H  3.65  1.10  -4.11
H  6.26  1.44  -2.06
H  6.04  0.41  -0.65
H  6.35  2.46  0.35
H  4.58  2.36  0.32
C  -5.59  -2.40  1.64
O  -5.30  -1.94  2.97
C  -5.16  -0.56  3.03
C  -6.25  0.23  3.33
C  -6.13  1.61  3.38
C  -4.89  2.18  3.12
C  -3.79  1.39  2.83
C  -3.90  0.00  2.81
N  -2.83  -0.86  2.57
C  -1.58  -0.44  2.06
N  -0.88  0.29  2.95
C  0.41  0.90  2.87
C  1.42  0.43  2.04
C  2.63  1.14  2.14
C  2.83  2.21  3.01
C  1.80  2.62  3.85
C  0.59  1.97  3.76
O  -0.47  2.32  4.60
C  -1.02  3.59  4.30
N  -1.17  -0.81  0.90
C  -2.04  -1.57  0.08
C  -2.95  -0.97  -0.78
C  -3.75  -1.76  -1.60
C  -3.63  -3.14  -1.58
C  -2.69  -3.74  -0.76
C  -1.89  -2.96  0.07
O  -0.96  -3.52  0.89
C  1.32  -3.75  1.55
H  -5.58  -3.48  1.68
H  -4.85  -2.05  0.92
H  -6.58  -2.04  1.33
H  -7.20  -0.26  3.50
H  -6.98  2.23  3.61
H  -4.78  3.26  3.12
H  -2.84  1.85  2.60
H  -3.11  -1.77  2.25
H  -1.36  0.45  3.82
H  3.46  0.85  1.50
H  3.79  2.71  3.06
H  1.93  3.43  4.56
H  -1.85  3.76  4.99
H  -1.41  3.62  3.27
H  -0.28  4.39  4.41
H  -3.00  0.11  -0.83
H  -4.44  -1.28  -2.28
H  -4.24  -3.75  -2.24
H  -2.54  -4.82  -0.75
H  1.04  -4.70  2.02
H  1.11  -1.67  2.12
H  2.35  -3.85  1.19
F  -3.21  2.02  -6.04
C  -2.19  1.61  -5.25
F  -1.05  1.86  -5.93
F  -2.29  0.28  -5.15
C  -2.14  2.28  -3.82
O  -1.40  1.62  -2.98
C  -1.65  3.77  -4.03
F  -1.93  4.53  -2.96
F  -2.19  4.41  -5.10
F  -0.32  3.82  -4.21
C  -3.64  2.38  -3.31
F  -4.40  3.34  -3.90
F  -4.30  1.22  -3.51
F  -3.69  2.62  -2.00

Calculated values
ΔE to the lowest compared entry with this formula, charge and spin: 49.94 kcal/mol
Total charge: -2
Kohn-Sham gap: 5.638 eV
E_tot: -4926.74800 Eh
HOMO energy: -1.9 eV

Atom charges from the Mulliken analysis, given in e for atoms 1 to 4:
1. Sn 0.282
2. C -0.499
3. O -0.527
4. C 0.176

[11]
The following is a DFT calculation (ωB97M-V/def2-TZVPD) of the ion C4H2N5O with charge -1.

Geometry (Å):
C  -0.98  0.93  0.89
C  -2.44  0.46  -0.59
C  -0.43  0.16  -0.08
C  1.31  -0.50  -0.17
N  2.36  0.29  0.00
N  -1.38  -0.13  -1.02
N  1.59  -1.79  -0.24
N  3.36  -0.58  0.02
N  2.91  -1.79  -0.11
O  -2.29  1.13  0.57
H  -0.60  1.37  1.78
H  -3.41  0.45  -1.06

Calculated values
Total charge: -1
Kohn-Sham gap: 8.436 eV
E_tot: -502.61992 Eh
HOMO energy: -5.1 eV

Atom charges from the Mulliken analysis, given in e for atoms 1 to 4:
1. C -0.297
2. C 0.035
3. C 0.325
4. C 0.486

[12]
The following is a DFT calculation (ωB97M-V/def2-TZVPD) of an isolated molecule of C4H4Br2S.

Geometry (Å):
C  0.99  -0.37  0.72
C  1.18  0.93  0.17
C  0.20  -1.38  0.17
C  -1.31  0.88  -1.27
S  0.23  1.68  -1.10
Br  0.13  -2.93  1.35
Br  -2.47  0.34  0.31
H  1.44  -0.51  1.70
H  1.87  1.66  0.66
H  -0.24  -1.66  -0.75
H  -2.01  1.36  -1.97

Calculated values
ΔE to the lowest compared entry with this formula, charge and spin: 60.90 kcal/mol
Kohn-Sham gap (alpha / beta): 6.897 / 7.244 eV
E_tot: -5700.89317 Eh
HOMO energy (alpha / beta): -7.9 / -8.4 eV

Atom charges from the Mulliken analysis, given in e for atoms 1 to 4:
1. C -0.080
2. C -0.422
3. C -0.374
4. C -0.424